(1)
DFT (ωB97M-V/def2-TZVPD) results for an isolated molecule of C21H25Br2FN2O5S in a non-equilibrium geometry.

Its energy relative to the best compared isomer or geometry (same formula, charge and spin) is 195.4 kJ/mol. For the HOMO-LUMO gap, the calculation gives 8.07 eV. As for the charge: 0. The HOMO energy comes out at -9.62 eV. The value obtained for the maximum force is 2.96 eV/Å. For the electronic energy, the calculation gives -6946.91751 a.u.

CARTESIAN COORDINATES (ANGSTROEM)
C -4.105826 -2.659448 0.120752
C -3.214670 -3.546340 1.080969
O -3.449472 -3.525294 2.266946
N -2.225979 -4.339225 0.446422
C -1.015363 -4.539233 1.261008
C 0.014654 -3.346935 1.241470
C 0.323594 -2.758979 -0.185454
C -0.721108 -1.625999 -0.568927
C -0.129056 -0.196146 -0.637497
C 0.387167 0.407715 -1.879917
S 0.430998 -0.488218 -3.461114
C 2.111954 -0.179267 -4.164472
O -0.586165 0.119753 -4.324592
O 0.299897 -1.939690 -3.330018
C 0.895328 1.788959 -1.876073
C 0.907003 2.633768 -0.685190
C 1.393682 4.110850 -0.653494
C 0.087297 5.015045 -0.557553
C -1.046568 4.560473 -1.549772
F 0.368351 6.374256 -0.819738
C 0.425431 2.027651 0.542441
C -0.089648 0.636732 0.540520
C -0.551852 0.384134 2.004227
O -1.319903 -0.390264 2.484017
N 0.135283 1.395038 2.771642
C 1.156974 0.992556 3.694005
Br 0.717826 1.084864 5.619882
C 2.402800 0.557557 3.371638
C 2.856928 0.405074 1.887707
Br 3.704905 0.066633 4.729176
C 0.326707 2.587381 1.996340
O 0.417385 3.699473 2.415963
H -4.217829 -1.615083 0.492681
H -3.697519 -2.669451 -0.930796
H -5.128262 -3.123938 0.032630
H -2.025330 -4.034348 -0.503346
H -0.478728 -5.476434 0.944923
H -1.283767 -4.711248 2.338832
H -0.262351 -2.552017 1.990227
H 0.989058 -3.769613 1.628827
H 1.381708 -2.383972 -0.276246
H 0.245409 -3.581168 -0.954291
H -1.278665 -1.919993 -1.498305
H -1.488617 -1.607682 0.256390
H 2.848334 -0.253294 -3.329361
H 2.106577 0.872145 -4.550931
H 2.314883 -0.914001 -4.987013
H 1.285145 2.218669 -2.823704
H 1.883969 4.321886 -1.638261
H 2.076721 4.313931 0.214281
H -0.347518 4.900408 0.472029
H -0.731345 4.548963 -2.620980
H -1.856619 5.341177 -1.467275
H -1.540424 3.604048 -1.226968
H 2.849854 1.410067 1.387969
H 2.282242 -0.354500 1.307287
H 3.936202 0.086146 1.886091

Atomic forces in eV per Å
0.1 -1.0 -0.8
-1.1 0.8 -1.2
0.7 -0.4 -0.3
-0.1 1.2 1.3
1.1 -0.4 0.6
1.0 -0.3 0.2
-0.4 -0.1 -0.2
-0.5 -0.1 0.5
0.1 1.0 -0.5
0.6 1.7 2.4
-1.1 -1.0 -2.0
-0.2 0.7 0.4
1.4 0.0 1.1
0.6 1.5 0.8
-0.6 -0.9 1.2
-0.3 -1.4 1.0
-1.0 0.0 -0.7
-0.8 -1.1 -0.3
-0.5 1.0 0.5
0.1 -1.1 0.3
-0.8 -1.5 -1.9
0.4 1.8 -0.8
0.8 0.1 -1.0
0.4 -0.1 -0.4
0.7 0.1 0.7
0.5 -0.2 1.6
-0.2 0.1 -1.4
-0.8 0.0 -0.9
1.2 0.2 0.7
-0.8 0.3 -1.1
0.6 -1.4 -1.4
0.2 -0.3 -0.1
0.2 -0.9 -0.1
-0.3 0.2 1.0
1.0 0.5 0.3
-0.1 -0.2 0.3
-0.6 0.9 0.0
-0.1 0.2 -1.2
0.0 -0.7 -1.0
-1.0 0.3 -0.3
-1.0 -0.3 0.3
0.1 0.8 0.7
0.8 0.6 0.7
0.8 0.1 -0.8
-0.5 -0.1 -0.7
0.0 -1.0 0.2
-0.5 0.6 0.9
-0.4 -0.3 0.8
-0.2 0.0 0.9
-0.6 -0.2 -0.9
0.7 0.5 -0.8
-0.1 -0.2 0.9
0.8 -0.7 -0.1
0.8 0.8 -0.5
-0.2 -1.0 0.3
0.3 0.7 0.6
-1.1 0.2 0.0


(2)
DFT (ωB97M-V/def2-TZVPD) results for a structure of composition C29H64F5GeI2N2O2PdSSi4Te in a non-equilibrium geometry.

Its energy relative to the best compared isomer or geometry (same formula, charge and spin) is 208.7 kJ/mol. For the HOMO-LUMO gap, the calculation gives 4.87 eV. As for the charge: +3. The HOMO energy comes out at -15.66 eV. The value obtained for the maximum force is 2.10 eV/Å. For the electronic energy, the calculation gives -6526.12061 a.u.

CARTESIAN COORDINATES (ANGSTROEM)
Pd -0.003384 -0.362093 1.370952
N -4.626824 2.058999 4.773530
C -3.487574 2.033706 4.638563
C -2.096049 2.036747 4.280607
C -1.107675 2.628801 5.049952
C 0.180779 2.676839 4.534126
C 0.430985 2.150980 3.288500
N -0.510519 1.519929 2.554110
C -1.747231 1.445939 3.070521
H -1.340783 3.045143 6.021341
H 0.984221 3.144642 5.085521
H 1.409813 2.241231 2.842549
H -2.483761 0.879580 2.528452
C -4.463631 -0.144900 0.834332
Si -3.997931 1.555351 0.338638
C -4.288244 2.984081 1.459397
C -4.343460 2.022548 -1.418293
Si -1.048395 1.318442 0.113451
Si -1.240136 1.470859 -3.383595
C -2.293557 2.681841 -4.247808
C 0.553600 1.746953 -3.596979
C -1.804433 -0.257321 -3.246414
Si -0.202467 3.805035 0.187469
C -0.966967 4.373509 -1.413154
C -1.148972 4.436291 1.657474
C 1.621437 4.093401 0.272438
H -5.470812 -0.102510 1.266136
H -3.799684 -0.572234 1.588430
H -4.480498 -0.798431 -0.037943
H -5.349914 2.918713 1.733443
H -4.133182 3.925801 0.931618
H -3.738561 2.996818 2.392140
H -5.407489 2.286127 -1.470243
H -4.186052 1.200539 -2.115936
H -3.791106 2.904801 -1.741340
H -2.113922 3.717181 -3.961373
H -3.360360 2.471669 -4.205549
H -1.962934 2.578077 -5.294144
H 0.824189 2.801689 -3.578250
H 0.750771 1.369891 -4.612588
H 1.195661 1.194660 -2.912587
H -2.884532 -0.354060 -3.152403
H -1.307347 -0.782181 -2.429675
H -1.487303 -0.725161 -4.189655
H -2.026508 4.119525 -1.480897
H -0.433097 3.994778 -2.283832
H -0.902465 5.466232 -1.461014
H -1.855758 3.735795 2.087684
H -1.706257 5.325324 1.349922
H -0.448448 4.730898 2.440601
H 2.134970 3.872112 -0.662133
H 2.106277 3.546774 1.079283
H 1.756388 5.161769 0.477969
I 2.779068 -0.306350 3.044167
I 2.736494 -0.684074 5.671656
C 5.481461 1.340606 -2.810702
C 4.043517 1.163495 -2.338949
C 3.923863 1.260261 -0.823894
C 2.498781 1.076188 -0.281778
Ge 1.711714 -0.723492 -0.439826
C 2.872988 -2.246247 -0.054987
C 4.059697 -2.315332 -1.034195
C 3.678408 -2.641323 -2.475599
C 4.902783 -2.719517 -3.378512
H 5.558376 1.268940 -3.894568
H 6.131807 0.579020 -2.376940
H 5.870581 2.314643 -2.511714
H 3.662363 0.193162 -2.682260
H 3.412080 1.933517 -2.798205
H 4.276180 2.244783 -0.499152
H 4.596240 0.541099 -0.352138
H 1.799454 1.754624 -0.771631
H 2.495724 1.339420 0.776766
H 1.003037 -0.856481 -1.802201
H 2.283531 -3.157749 -0.125619
H 3.218444 -2.159544 0.972291
H 4.721661 -3.101573 -0.661321
H 4.646674 -1.396624 -1.007525
H 2.983076 -1.887129 -2.866281
H 3.142652 -3.594363 -2.497546
H 5.466576 -1.784603 -3.360913
H 4.624923 -2.924618 -4.411328
H 5.573179 -3.514871 -3.051423
C 0.407502 -4.552915 -2.006774
C -1.014249 -4.883496 -1.571687
C -1.901898 -3.659839 -1.401946
S -1.765021 -2.594677 0.057180
O -0.302443 -2.032684 0.063172
C -2.054775 -3.842688 1.347166
C -0.919470 -4.671017 1.952915
C 0.451482 -4.041087 1.951240
H 1.063242 -5.412724 -1.876713
H 0.813227 -3.717691 -1.440394
H 0.434083 -4.280178 -3.063649
H -1.026000 -5.489810 -0.665944
H -1.488348 -5.496898 -2.340858
H -2.956421 -3.942012 -1.314079
H -1.817153 -2.996513 -2.262317
H -2.800226 -4.487845 0.876425
H -2.580212 -3.270873 2.108028
H -0.836950 -5.631010 1.442542
H -1.204495 -4.906152 2.980796
H 0.809390 -3.921210 0.929240
H 1.145270 -4.694213 2.479830
H 1.009934 -2.784643 3.354917
F 0.202208 -2.959426 5.097896
Te -1.486379 -2.105042 4.544551
F -0.329605 -0.645667 4.280121
F -1.483930 -1.725784 6.367332
F -2.924776 -0.829296 4.651625
F -1.931769 -1.237718 2.372227
O 0.431609 -2.753895 2.578138

Atomic forces in eV per Å
-1.3 -0.7 -0.8
0.0 0.0 0.1
0.1 -0.2 0.0
0.0 0.0 -0.1
0.0 0.0 0.1
0.0 0.0 0.0
0.2 0.2 -0.3
-0.2 -0.5 0.1
0.0 0.1 0.2
0.0 0.0 0.0
0.0 0.0 0.0
0.0 -0.1 0.0
0.0 -0.2 0.0
-0.2 0.0 0.2
0.7 -0.3 -0.5
0.0 0.1 0.0
-0.2 0.0 0.0
0.1 0.9 1.9
0.1 0.1 -1.5
-0.2 0.1 0.3
0.1 0.1 0.5
-0.1 0.0 0.6
-0.1 -1.1 -0.5
0.1 0.4 0.1
0.0 0.2 0.0
0.0 0.3 0.1
0.0 0.0 0.0
0.0 0.0 0.0
0.0 0.0 0.0
0.0 0.0 0.0
0.0 0.0 0.0
-0.1 0.0 0.0
0.0 0.0 0.0
0.0 0.0 0.0
0.0 0.0 0.0
0.0 0.0 -0.1
0.0 0.0 0.0
0.0 0.0 0.0
0.0 0.0 -0.1
0.0 0.0 0.0
0.0 0.0 -0.1
0.0 0.0 0.0
0.1 -0.1 0.0
0.0 0.0 0.0
0.0 0.0 0.0
0.0 0.0 0.0
0.0 0.0 -0.1
0.0 0.1 0.0
0.0 0.0 0.0
0.0 0.0 0.0
0.0 0.0 0.0
0.0 0.0 0.0
0.0 0.0 0.0
0.4 0.0 0.2
0.0 0.1 0.0
0.0 0.0 0.0
0.0 0.0 0.0
-0.1 0.1 0.0
0.2 -0.2 0.0
0.9 0.4 -0.4
-0.1 0.0 0.0
-0.1 -0.1 0.0
0.0 0.0 0.0
0.0 0.0 0.0
0.0 0.0 0.0
0.0 0.0 0.0
0.0 0.0 0.0
0.0 0.0 0.0
0.0 0.0 0.0
0.0 0.0 0.0
0.0 0.0 0.0
0.0 0.0 0.0
-0.1 0.0 0.0
-0.2 0.1 0.1
0.0 0.0 0.0
0.0 0.0 0.0
0.0 0.0 0.0
0.0 0.0 0.0
0.0 0.0 0.0
0.0 0.0 0.0
0.0 0.0 0.0
0.0 0.0 0.0
0.0 0.0 0.0
0.0 0.0 -0.1
0.0 0.0 0.0
0.1 0.0 0.0
-0.4 -0.1 0.0
-0.1 0.2 0.3
-0.2 0.0 0.2
0.0 -0.2 -0.1
0.2 0.0 0.0
0.0 0.0 0.0
0.0 0.0 0.0
0.0 0.0 0.0
0.0 0.0 0.0
0.0 0.0 0.1
0.0 0.0 -0.1
0.0 0.1 0.0
0.0 0.0 0.0
0.1 0.0 -0.1
0.0 0.0 0.0
0.0 0.0 0.0
0.0 -0.1 0.1
0.0 0.0 0.0
-0.1 0.0 0.1
0.0 -0.1 -0.2
-0.1 0.6 0.8
-0.1 0.0 -0.1
-0.1 -0.2 0.0
0.0 0.1 -0.1
0.3 -0.1 0.0
0.2 0.1 -0.3


(3)
DFT (ωB97M-V/def2-TZVPD) results for a cluster of 2 separate species, C8H12N2O2 in total in a non-equilibrium geometry.

Its energy relative to the best compared isomer or geometry (same formula, charge and spin) is 714.1 kJ/mol. For the HOMO-LUMO gap, the calculation gives 9.04 eV. As for the charge: 0. The HOMO energy comes out at -8.12 eV. The value obtained for the maximum force is 1.07 eV/Å. For the electronic energy, the calculation gives -571.80140 a.u.

CARTESIAN COORDINATES (ANGSTROEM)
O 0.586971 -0.420775 -1.794580
N 1.061579 -1.256160 -0.842051
C 0.846343 -2.491376 -1.003843
C 1.373615 -3.477458 -0.014980
C 0.912085 -3.368032 1.409352
N 2.234582 -2.887806 1.015476
H 0.378193 -0.906134 -2.603990
H 0.253739 -2.892242 -1.846547
H 1.676413 -4.450363 -0.407631
H 0.903207 -4.277481 1.987234
H 0.160715 -2.625608 1.664720
H 2.192416 -1.876552 0.875384
C -2.764955 0.857397 -1.374201
C -1.906737 0.971344 -0.530653
C -0.822351 1.121543 0.387644
C -0.382459 2.326554 0.818114
O -1.097650 3.446402 0.593903
C -0.574272 4.643022 1.136967
H -3.537985 0.844420 -2.123925
H -0.262782 0.234353 0.692752
H 0.553073 2.431689 1.374188
H 0.210889 5.038000 0.458632
H -0.164451 4.454717 2.106424
H -1.438736 5.329979 1.243789

Atomic forces in eV per Å
-0.1 0.9 -0.4
0.2 -0.6 0.1
-0.3 -0.9 -0.1
0.0 0.8 0.3
0.2 0.1 -0.4
0.0 -0.3 0.1
-0.2 -0.3 0.0
0.3 0.3 0.1
-0.1 0.3 0.1
0.0 -0.1 0.2
0.0 -0.2 -0.2
0.1 -0.2 0.1
0.1 0.2 0.2
-0.4 0.0 -0.3
0.6 0.5 0.3
-0.6 -0.8 -0.1
0.0 -0.3 -0.2
-0.4 0.5 -0.9
0.4 -0.1 0.4
-0.1 0.4 -0.3
-0.3 0.0 0.0
-0.5 0.1 0.4
0.4 0.0 0.7
0.7 -0.3 -0.2


(4)
DFT (ωB97M-V/def2-TZVPD) results for an isolated molecule of C3H5ClS in a non-equilibrium geometry.

Its energy relative to the best compared isomer or geometry (same formula, charge and spin) is 114.8 kJ/mol. For the HOMO-LUMO gap, the calculation gives 8.46 eV. As for the charge: 0. The HOMO energy comes out at -9.01 eV. The value obtained for the maximum force is 5.36 eV/Å. For the electronic energy, the calculation gives -975.61301 a.u.

CARTESIAN COORDINATES (ANGSTROEM)
C -0.668231 1.040827 -0.428331
C -0.125158 -0.279961 0.049325
Cl -0.986607 -1.734275 -0.443647
C 1.266730 -0.839801 0.474282
S 2.519701 -0.783604 -0.530380
H 0.024861 1.524660 -1.078592
H -1.572856 0.921256 -1.031741
H -1.033190 1.761049 0.395108
H -0.576429 -0.327718 1.078414
H 1.151183 -1.282436 1.515562

Atomic forces in eV per Å
-0.5 1.2 -0.2
-1.3 -1.0 5.1
-0.5 -1.0 -1.4
-0.8 1.1 -0.9
0.0 -0.2 0.7
0.6 0.7 -0.4
0.2 -0.4 0.0
1.1 -1.3 -1.0
0.4 0.6 -0.6
0.8 0.3 -1.4